C61H119N5O13 | the ωB97M-V functional and the def2-TZVPD basis

CARTESIAN COORDINATES (ANGSTROEM)
C  19.098  8.187  -8.963
C  20.099  7.217  -8.367
C  20.193  5.996  -9.316
C  21.449  7.936  -8.416
C  22.543  7.260  -7.608
C  22.101  6.815  -6.213
C  20.686  6.221  -6.117
C  20.732  4.685  -6.350
C  20.213  6.413  -4.676
N  19.781  6.940  -6.991
O  18.463  6.393  -6.893
H  18.135  7.689  -9.127
H  18.920  9.012  -8.267
H  19.416  8.588  -9.922
H  20.169  6.314  -10.359
H  21.120  5.446  -9.172
H  19.330  5.344  -9.161
H  21.795  8.008  -9.448
H  21.346  8.970  -8.068
H  22.952  6.409  -8.168
H  23.398  7.936  -7.521
H  22.094  7.727  -5.598
H  22.821  6.143  -5.752
H  21.530  4.228  -5.766
H  21.000  4.462  -7.381
H  19.752  4.280  -6.107
H  20.988  6.119  -3.968
H  19.270  5.892  -4.507
H  20.012  7.469  -4.459
H  17.995  7.111  -6.449
C  12.059  9.358  -9.117
C  12.721  9.194  -7.737
C  11.759  9.644  -6.636
C  13.014  7.685  -7.593
C  14.081  7.357  -6.579
C  15.316  8.180  -6.897
C  15.068  9.692  -6.874
C  15.010  10.159  -5.420
C  16.319  10.230  -7.557
N  13.962  9.963  -7.757
O  13.677  11.363  -7.784
H  11.619  8.443  -9.527
H  11.229  10.073  -9.096
H  12.763  9.693  -9.879
H  10.921  8.960  -6.511
H  12.292  9.623  -5.675
H  11.423  10.676  -6.724
H  12.080  7.168  -7.382
H  13.382  7.314  -8.556
H  13.717  7.577  -5.574
H  14.362  6.315  -6.720
H  15.676  7.844  -7.874
H  16.079  7.926  -6.153
H  14.424  9.496  -4.772
H  14.526  11.133  -5.307
H  15.992  10.260  -4.954
H  17.226  10.049  -6.979
H  16.219  11.291  -7.804
H  16.450  9.707  -8.506
H  13.974  11.631  -8.668
C  7.205  9.304  -3.355
C  8.456  9.882  -2.721
C  8.967  11.034  -3.585
C  8.080  10.351  -1.319
C  9.254  10.520  -0.359
C  10.075  9.252  -0.351
C  10.577  8.812  -1.720
C  11.703  9.759  -2.163
C  11.079  7.383  -1.647
N  9.448  8.812  -2.647
O  9.831  8.383  -3.934
H  6.878  8.384  -2.866
H  6.357  9.994  -3.390
H  7.378  9.046  -4.406
H  8.340  11.938  -3.515
H  9.916  11.452  -3.239
H  9.033  10.785  -4.642
H  7.582  11.317  -1.412
H  7.422  9.609  -0.860
H  9.882  11.373  -0.636
H  8.889  10.727  0.648
H  9.447  8.451  0.062
H  10.949  9.325  0.303
H  11.934  9.664  -3.227
H  12.622  9.536  -1.610
H  11.481  10.806  -1.965
H  11.631  7.236  -0.709
H  11.840  7.219  -2.413
H  10.253  6.680  -1.657
H  9.488  7.485  -3.999
C  16.776  15.853  -4.670
C  15.961  15.294  -3.501
C  16.908  14.606  -2.520
C  15.301  16.474  -2.819
C  14.259  16.085  -1.768
C  13.239  15.109  -2.391
C  13.808  13.938  -3.216
C  14.195  12.771  -2.303
C  12.685  13.493  -4.112
N  14.885  14.466  -4.026
O  15.319  13.549  -5.008
H  16.123  16.318  -5.406
H  17.451  16.617  -4.284
H  17.387  15.059  -5.099
H  16.397  14.394  -1.588
H  17.304  13.683  -2.949
H  17.816  15.190  -2.353
H  16.069  17.105  -2.353
H  14.785  17.150  -3.510
H  14.695  15.599  -0.894
H  13.723  16.978  -1.453
H  12.422  15.622  -2.899
H  12.774  14.638  -1.512
H  14.560  11.923  -2.895
H  13.360  12.404  -1.707
H  15.028  13.011  -1.648
H  12.375  14.337  -4.737
H  11.821  13.168  -3.530
H  12.947  12.683  -4.797
H  14.995  13.893  -5.845
C  15.623  9.584  -11.289
C  16.112  10.882  -11.956
C  17.530  11.157  -11.431
C  16.304  10.649  -13.467
C  15.012  10.797  -14.291
C  14.250  12.070  -13.921
C  14.042  12.288  -12.407
C  13.555  13.723  -12.237
C  12.922  11.350  -11.932
N  15.304  12.052  -11.719
O  15.200  12.345  -10.324
H  14.884  9.177  -11.983
H  16.357  8.854  -10.965
H  15.054  9.878  -10.400
H  18.065  11.923  -11.991
H  17.482  11.442  -10.376
H  18.126  10.242  -11.465
H  17.044  11.347  -13.860
H  16.642  9.616  -13.563
H  15.290  10.832  -15.343
H  14.407  9.913  -14.073
H  13.243  11.849  -14.286
H  14.706  12.930  -14.409
H  13.165  13.857  -11.228
H  12.812  13.922  -13.004
H  14.379  14.435  -12.337
H  11.965  11.529  -12.429
H  12.736  11.505  -10.864
H  13.147  10.295  -12.085
H  15.535  13.243  -10.238
O  18.040  9.660  -2.435
C  17.216  8.913  -1.998
C  16.798  7.538  -2.479
C  15.992  6.992  -1.285
C  15.454  8.268  -0.629
O  16.386  9.310  -1.005
H  16.188  7.691  -3.371
H  17.625  6.860  -2.660
H  15.218  6.278  -1.533
H  16.705  6.540  -0.588
H  14.501  8.534  -1.088
H  15.404  8.239  0.453
O  14.771  17.460  -10.169
C  14.308  16.768  -9.319
C  14.626  16.717  -7.845
C  14.034  15.377  -7.421
C  12.870  15.208  -8.398
O  13.290  15.903  -9.578
H  15.685  16.796  -7.606
H  14.185  17.577  -7.332
H  14.758  14.586  -7.644
H  13.731  15.325  -6.375
H  12.771  14.137  -8.581
H  11.922  15.601  -8.032
O  20.657  14.384  -4.713
C  20.305  13.285  -5.016
C  19.667  12.207  -4.133
C  18.812  11.461  -5.158
C  19.639  11.605  -6.432
O  20.279  12.898  -6.319
H  20.460  11.536  -3.797
H  19.134  12.740  -3.360
H  18.749  10.407  -4.896
H  17.867  11.997  -5.257
H  20.443  10.868  -6.515
H  19.013  11.591  -7.323
O  14.057  2.857  -3.619
C  14.844  3.137  -4.471
C  15.673  2.184  -5.314
C  16.814  3.084  -5.831
C  16.236  4.489  -5.717
O  15.114  4.410  -4.815
H  16.032  1.424  -4.622
H  15.113  1.679  -6.095
H  17.691  2.908  -5.212
H  17.075  2.842  -6.860
H  16.956  5.216  -5.349
H  15.888  4.929  -6.652

gap between HOMO and LUMO: 0.3192 Eh
E_tot: -99251.1794 eV
energy above the lowest of the compared OMol25 structures with the same formula, charge and spin: 33.2 kJ/mol
lowest unoccupied orbital energy: 0.378 eV
E_HOMO: -0.30530 hartree
SMILES: CC1(C)CCCC(C)(C)N1O.CC1(C)CCCC(C)(C)N1O.CC1(C)CCCC(C)(C)N1O.CC1(C)CCCC(C)(C)N1O.CC1(C)CCCC(C)(C)N1O.O=C1CCCO1.O=C1CCCO1.O=C1CCCO1.O=C1CCCO1